## w
{
  "formula": "C42H108O36S10",
  "method": "ωB97M-V/def2-TZVPD",
  "elements": ["H", "C", "H", "H", "H", "H", "C", "H", "H", "H", "C", "H", "C", "H", "C", "H", "H", "C", "H", "H", "H", "H", "S", "O", "C", "H", "O", "H", "H", "O", "O", "S", "O", "H", "O", "C", "H", "H", "O", "O", "H", "H", "H", "H", "C", "C", "H", "H", "C", "H", "H", "H", "H", "S", "O", "H", "H", "H", "H", "H", "H", "O", "C", "H", "H", "C", "H", "H", "H", "H", "H", "C", "S", "O", "H", "H", "H", "C", "C", "H", "H", "H", "O", "H", "O", "H", "H", "C", "C", "H", "C", "O", "O", "H", "S", "S", "S", "H", "H", "H", "C", "H", "O", "H", "H", "C", "H", "H", "H", "O", "O", "H", "C", "H", "H", "C", "C", "H", "C", "H", "H", "H", "S", "C", "H", "H", "C", "H", "H", "H", "O", "H", "H", "H", "O", "C", "H", "H", "C", "O", "H", "C", "H", "O", "H", "H", "H", "H", "H", "C", "H", "H", "O", "C", "H", "C", "O", "C", "H", "C", "O", "O", "C", "C", "C", "H", "H", "H", "H", "O", "S", "O", "O", "O", "H", "O", "O", "H", "O", "S", "H", "H", "C", "H", "C", "C", "O", "H", "H", "H", "H", "H", "O", "H", "O", "C"],
  "coordinates": [[-2.22, -1.34, 3.61], [-2.59, 2.74, 4.31], [-1.83, 2.51, -1.40], [3.03, 4.27, 4.96], [3.72, -8.24, 0.94], [5.03, 2.22, 5.74], [3.57, 3.37, 4.66], [0.02, 1.19, -3.52], [-6.51, 1.35, -5.29], [-1.69, 8.16, -3.33], [5.60, 3.12, -5.72], [2.78, -4.71, -6.76], [-1.08, 2.60, -2.19], [-2.21, 4.48, -6.52], [-1.44, -1.74, 4.26], [3.19, 3.52, 2.23], [5.04, -0.39, 1.83], [-6.40, -3.40, 3.38], [4.83, 3.93, 1.63], [-0.69, 5.33, -6.18], [-3.22, -12.45, 0.85], [-8.77, 6.05, -5.53], [-1.11, -0.44, 5.56], [-1.04, 0.14, -2.09], [5.13, 2.89, 8.81], [-3.46, 3.08, 3.75], [-4.53, 7.30, -3.49], [-2.74, -10.01, 0.96], [-2.07, 1.03, 2.89], [0.81, -6.75, -0.73], [-6.59, 1.16, -8.01], [1.41, -7.43, 0.64], [-1.24, -2.16, -1.13], [-1.74, 3.40, 4.18], [-1.08, 0.94, 4.64], [-6.23, -3.91, 4.80], [-1.35, -6.38, 5.71], [-5.97, -1.29, 1.63], [6.35, -1.61, 0.70], [0.83, 8.47, 1.11], [-2.87, 7.69, 2.81], [-2.67, 9.24, 3.49], [-2.94, -4.73, 6.67], [-4.84, -2.77, 1.24], [-3.94, -11.68, 0.56], [-4.09, 9.16, 1.88], [-2.76, -7.83, 0.85], [-3.89, -11.56, -0.52], [-7.56, 4.60, -6.61], [6.18, 2.28, -5.34], [8.35, -3.76, -7.10], [-0.19, 9.41, 3.90], [-4.91, 9.15, 2.59], [-3.76, 7.83, -4.59], [-2.17, -0.35, 6.52], [6.09, 4.08, -5.54], [-3.36, -10.62, 2.40], [-1.78, -2.70, 4.62], [-4.36, 8.50, 1.05], [-1.61, 2.94, -3.08], [-0.04, -8.51, -1.31], [1.32, -6.47, 1.70], [4.27, 2.94, 6.03], [4.97, 1.94, 8.32], [-7.08, -4.58, 4.92], [2.88, 6.65, -4.17], [-3.35, -5.67, 7.94], [4.29, 6.08, -5.85], [4.45, -0.84, 0.24], [3.29, -8.09, -0.73], [5.03, -2.56, 2.59], [-5.72, 2.03, -5.62], [6.95, -1.15, -0.82], [-4.78, -9.62, 1.39], [-6.63, 4.66, -6.04], [6.14, 1.05, -0.34], [7.66, 0.87, 0.38], [-1.84, -7.20, 6.24], [3.96, 5.69, -4.88], [4.33, -3.34, 1.30], [7.59, 1.10, -1.41], [4.77, 5.46, -4.19], [-4.42, 8.60, -5.68], [-1.11, -6.41, -2.55], [6.17, 2.76, 9.83], [4.18, 3.17, 9.25], [-3.13, 0.69, 4.21], [-3.63, -10.48, 1.36], [-3.60, -5.57, 6.88], [-2.79, 2.81, 5.38], [-5.15, -1.95, 1.90], [4.24, 3.11, -3.48], [3.26, 4.55, -5.25], [1.41, -8.19, -1.99], [3.95, 3.06, -4.89], [-5.02, -8.43, 0.24], [-0.22, -1.11, -1.31], [5.43, 2.99, -6.79], [-1.44, -7.38, 7.23], [-1.25, 5.23, -7.75], [-8.69, 4.98, -5.69], [5.82, 4.79, 8.36], [6.48, -5.44, -4.59], [1.59, -2.40, -2.37], [-0.53, -1.86, 3.66], [3.19, -7.59, 0.23], [-6.28, -3.08, 5.50], [4.80, -3.68, -7.81], [-5.42, -4.42, 7.24], [-4.58, -8.84, -1.08], [8.02, -6.57, -6.28], [3.77, 5.08, 2.37], [4.34, -2.35, 1.77], [2.01, 6.91, -4.77], [-5.75, 2.94, -5.02], [-3.70, -7.29, 0.92], [-0.31, 1.28, -2.48], [9.05, -4.18, -5.43], [-2.36, 6.72, -6.45], [3.75, -5.94, -7.56], [-6.51, -4.20, 2.65], [-3.12, 6.85, -7.21], [7.13, -5.48, -5.89], [8.17, -3.96, -6.04], [-2.70, 9.67, -3.28], [3.52, 2.30, 6.49], [5.65, 3.87, 7.80], [-3.97, -7.03, 1.95], [-0.66, 7.80, 4.42], [0.38, -6.14, -3.36], [-3.25, -6.84, 6.38], [3.70, -6.64, 0.12], [0.33, -1.70, -3.56], [5.03, -3.65, -6.08], [-5.32, 3.38, -7.96], [-5.06, -5.17, 6.54], [-0.37, 3.35, -1.81], [6.57, 1.96, 11.67], [3.73, -5.23, -6.73], [-7.64, 3.30, -7.10], [-0.51, -7.64, -3.71], [0.48, -7.67, -1.77], [-7.29, 5.31, -7.40], [-0.62, 6.59, 1.87], [-9.65, 4.85, -6.17], [1.63, -0.71, -2.80], [-4.85, -12.21, 0.84], [1.07, 8.31, 3.92], [-1.72, 9.22, -4.76], [0.00, 8.35, 3.75], [-5.59, -6.12, 6.41], [3.30, 7.58, -3.76], [-5.23, -2.54, 3.19], [5.01, -1.20, 1.10], [-4.31, -1.25, 1.93], [-1.63, 5.38, -6.74], [0.87, -8.82, 0.93], [4.12, 4.05, 2.44], [5.61, 0.91, 10.70], [-2.29, 8.87, -3.90], [-6.29, -7.81, 0.50], [-2.95, 6.57, -5.24], [4.97, -4.32, -6.94], [5.75, 1.96, 10.95], [7.13, 0.63, -0.54], [2.43, 6.12, -3.33], [3.38, -2.01, 2.14], [0.67, 1.39, -2.02], [3.74, -5.76, -5.78], [8.29, -1.72, -1.08], [-6.23, 2.44, -7.39], [6.09, -5.17, -7.16], [4.69, 4.09, 6.72], [4.56, 3.68, 3.67], [-8.66, 4.59, -4.67], [0.26, -0.66, 6.02], [-1.64, 8.94, 1.72], [7.59, -3.15, -5.60], [3.18, 2.01, -5.59], [-0.24, 8.01, 1.99], [-3.98, 10.16, 1.46], [4.82, 2.38, 11.35], [0.96, -1.56, -2.67], [-3.71, -6.35, 0.36], [-2.78, 8.74, 2.52], [-0.23, -6.93, -2.93], [5.86, -1.29, -1.77], [6.65, 3.70, 7.41], [2.90, 2.57, 4.36], [-4.82, 1.42, -5.56], [-1.72, 7.60, -6.42], [-1.65, -8.08, 5.63], [-5.01, -4.63, 5.19], [-7.34, -2.84, 3.35], [0.56, -0.55, -0.17], [-2.25, 1.27, 3.93]],
  "mulliken_charge": [-0.123, -1.337, 0.325, 0.267, 0.360, 0.380, -0.536, 0.357, 0.356, 0.315, -0.904, 0.378, -1.224, 0.249, -0.245, 0.245, 0.214, -0.536, 0.240, 0.227, 0.389, 0.378, 1.173, -0.296, -0.268, 0.372, -0.578, -0.009, 0.360, -0.119, -0.590, 1.039, -0.550, 0.328, -0.252, -0.638, 0.249, 0.325, -0.359, -0.577, 0.366, 0.303, 0.212, 0.315, -1.231, -1.273, 0.140, 0.291, 0.072, 0.353, 0.320, 0.391, 0.358, 1.050, -0.604, 0.316, 0.381, 0.177, 0.297, 0.260, 0.352, -0.555, -0.581, 0.314, 0.360, -1.195, 0.470, 0.287, 0.383, 0.302, 0.362, -0.885, 1.098, -0.328, 0.042, 0.271, 0.359, -0.641, -0.292, 0.330, 0.364, 0.454, -0.613, 0.299, -0.350, 0.337, 0.374, 0.095, -0.503, 0.306, -0.698, -0.539, -0.284, 0.306, 1.115, 1.198, 1.009, 0.328, 0.299, 0.409, -1.208, 0.295, -0.526, 0.394, 0.291, -0.864, 0.333, 0.371, 0.373, -0.585, -0.588, 0.282, -1.399, 0.285, 0.289, -0.764, -0.150, 0.368, -0.092, 0.302, 0.360, 0.269, 1.092, -0.890, 0.371, 0.395, -0.553, 0.330, 0.319, 0.282, -0.356, 0.266, 0.342, 0.254, -0.555, -0.580, 0.335, 0.244, -1.107, -0.322, 0.375, -0.266, 0.332, -0.545, 0.329, 0.283, 0.319, 0.420, 0.324, -1.021, 0.335, 0.366, -0.160, 0.022, 0.059, -1.157, -0.624, -0.640, 0.286, -0.900, -0.581, -0.190, -0.237, -0.702, -0.886, 0.303, 0.353, 0.325, 0.282, -0.594, 1.116, -0.310, -0.358, -0.343, 0.292, -0.609, -0.331, 0.290, -0.597, 1.086, 0.321, 0.302, -0.907, 0.355, -0.119, -1.160, -0.515, 0.313, 0.434, 0.359, 0.312, 0.226, -0.124, 0.334, -0.501, -0.222],
  "smiles": "CCOS(C)(=O)=O.CCOS(C)(=O)=O.CCOS(C)(=O)=O.CCOS(C)(=O)=O.CCOS(C)(=O)=O.CCOS(C)(=O)=O.CCOS(C)(=O)=O.CCOS(C)(=O)=O.CCOS(C)(=O)=O.CCOS(C)(=O)=O.COCCOCCOC.COCCOCCOC"
}

=====

## x
{
  "formula": "C42H108O36S10",
  "method": "ωB97M-V/def2-TZVPD",
  "elements": ["H", "H", "H", "O", "C", "S", "O", "O", "H", "C", "H", "H", "S", "O", "C", "H", "C", "H", "H", "H", "H", "H", "H", "H", "O", "H", "H", "C", "H", "O", "H", "H", "H", "H", "C", "C", "S", "C", "H", "C", "H", "C", "H", "H", "H", "H", "C", "H", "O", "C", "H", "H", "C", "S", "H", "H", "O", "C", "O", "O", "O", "H", "H", "O", "H", "H", "H", "O", "O", "H", "O", "O", "O", "C", "C", "H", "H", "H", "H", "H", "S", "C", "C", "C", "H", "H", "H", "H", "C", "H", "H", "H", "H", "H", "H", "H", "O", "C", "O", "H", "H", "C", "H", "H", "H", "H", "O", "O", "H", "H", "H", "H", "H", "H", "O", "H", "C", "H", "C", "H", "H", "C", "O", "C", "S", "C", "C", "O", "H", "H", "H", "H", "H", "C", "S", "C", "H", "O", "S", "O", "H", "C", "O", "H", "C", "H", "O", "H", "H", "S", "C", "H", "H", "H", "H", "O", "H", "H", "H", "H", "C", "O", "H", "H", "H", "H", "C", "C", "H", "C", "C", "H", "H", "H", "O", "H", "C", "O", "O", "H", "C", "H", "H", "H", "O", "H", "C", "H", "S", "O", "H", "H", "O", "H", "H", "C"],
  "coordinates": [[-1.74, 0.42, -4.99], [-8.36, 4.87, -11.42], [-0.14, -16.49, 4.56], [8.46, 8.58, 2.47], [10.19, -9.21, 7.25], [5.62, 5.87, -3.47], [-0.92, -14.13, 2.80], [6.80, 4.98, -3.43], [-0.61, 2.01, 11.38], [-1.63, 3.27, 8.67], [1.72, -0.32, 1.57], [-7.30, 11.36, -5.57], [2.37, -5.11, 13.61], [-3.05, -14.03, 1.50], [1.66, -0.95, 0.68], [0.40, 4.61, 11.17], [-0.81, 2.86, 10.72], [1.30, 1.53, 9.17], [1.30, -5.87, -3.60], [2.65, -0.76, 0.26], [-2.82, 0.81, -2.56], [-2.49, 3.72, 9.17], [-1.27, -6.00, 11.49], [-0.34, -0.67, -4.78], [-7.90, 6.72, -3.05], [10.11, -9.77, 6.32], [-11.41, 5.94, -13.55], [-2.02, 0.26, -2.07], [5.23, -2.55, -5.99], [3.88, -4.60, -5.58], [-2.55, -15.10, 3.64], [9.02, -6.61, 6.93], [6.77, -6.11, 4.99], [0.82, 4.00, 9.62], [3.01, -6.72, 14.33], [-10.64, 5.55, -12.89], [0.93, 3.04, -13.69], [7.51, 8.49, -5.43], [-1.97, -1.14, -4.23], [0.14, -2.59, 1.65], [-0.35, 5.86, -14.02], [0.60, -0.29, -0.25], [2.57, 1.22, 10.43], [-7.29, -1.98, 3.46], [2.12, 3.59, -15.77], [-0.46, -4.35, 12.93], [-8.61, 4.91, -10.36], [-1.75, 5.43, -16.03], [-10.17, 7.53, -11.21], [-1.49, -15.31, 3.52], [-8.44, -3.24, 3.80], [-0.73, -2.41, 1.01], [-9.50, -5.13, 0.12], [-9.02, -3.33, -0.12], [3.90, 4.37, -3.96], [2.85, 2.36, -14.98], [-8.51, -2.99, 1.41], [0.57, 3.68, 10.63], [0.32, 1.76, -13.28], [-1.04, -12.47, 1.11], [5.91, 7.28, -4.28], [3.06, -7.44, 13.52], [2.76, -3.79, -7.23], [8.44, -8.29, 8.98], [-8.95, 2.95, -9.93], [2.95, -6.75, -3.28], [-6.43, -3.04, 1.45], [8.86, 6.02, 3.02], [-9.99, 5.15, -10.28], [8.16, 8.57, -4.55], [1.67, 2.91, 10.92], [7.66, -10.37, 7.61], [-6.11, 8.28, -3.85], [-1.56, 0.81, -0.70], [-2.47, -12.08, 3.22], [11.41, 7.51, 4.15], [-8.70, -5.72, 0.56], [-7.92, 9.21, -5.45], [-1.27, -4.56, 10.54], [-0.90, 1.67, -0.87], [-1.91, -13.20, 1.95], [2.03, 1.96, 9.85], [8.92, 3.58, 3.37], [-1.27, -0.31, -4.33], [-2.47, -0.72, -1.96], [-3.19, -11.34, 2.86], [-8.12, 9.05, -1.16], [-8.60, 11.95, -4.64], [-7.92, 11.10, -4.71], [-1.45, -16.26, 2.99], [-7.28, 11.19, -3.84], [-7.95, 5.70, -9.99], [6.88, 9.38, -5.41], [-4.77, 4.30, 6.39], [7.95, 3.48, 2.88], [0.76, -3.95, 11.53], [7.83, -8.13, 6.49], [3.76, -3.78, -6.78], [1.34, -2.30, 0.94], [-2.97, -12.66, 4.00], [10.74, -9.84, 7.94], [-7.26, -3.45, 2.03], [-9.59, 9.68, -5.12], [3.56, -1.96, -5.75], [1.00, 0.72, -0.22], [-10.23, -5.01, 0.92], [1.32, -5.12, -5.95], [-1.10, 2.28, 9.56], [-7.07, -4.49, 1.74], [-0.48, 6.56, -16.58], [8.24, 8.50, -6.25], [-6.70, -3.55, 4.15], [0.11, -3.63, 1.99], [-6.48, 8.15, -0.86], [-10.20, -2.48, -0.38], [-1.66, 3.35, 11.19], [-0.68, 5.57, -16.16], [-3.97, 4.65, 7.95], [-7.41, -3.06, 3.48], [-9.62, 5.67, -13.23], [9.45, 2.66, 3.13], [10.40, 7.90, 4.15], [1.69, -4.31, 14.60], [0.04, 5.28, -14.86], [2.59, -5.67, -5.44], [-8.32, 3.73, -9.50], [1.84, 2.71, -15.20], [3.39, -4.50, 12.70], [-9.86, -5.52, -0.83], [4.04, -6.56, 14.64], [4.45, -4.16, -7.54], [-8.66, 3.87, -8.48], [1.10, 2.06, -15.67], [-0.58, -15.50, 4.67], [9.48, 7.53, 2.61], [-3.81, 4.36, 6.91], [-1.58, -11.57, 3.59], [1.68, 3.92, -12.81], [8.41, -9.06, 7.73], [-7.86, -3.32, -1.00], [4.19, -2.04, -7.46], [9.60, 4.81, 2.79], [-0.87, 0.17, -2.99], [9.69, 4.55, 1.73], [-0.61, -5.27, 11.02], [-1.01, 4.12, 8.38], [10.42, 7.27, 1.52], [-3.09, 5.05, 6.48], [7.32, 6.37, -5.40], [-7.34, 8.06, -3.12], [-8.56, 9.78, -4.78], [2.41, -7.04, 15.18], [3.44, 5.98, -4.64], [0.77, -0.62, -1.27], [8.54, -6.32, 4.67], [-3.40, 3.04, 6.87], [-0.39, 4.82, -16.89], [2.89, 2.32, 9.30], [10.56, 4.93, 3.29], [0.02, -1.97, 2.53], [7.97, -6.72, 6.66], [-8.64, 9.11, -3.57], [10.70, -8.26, 7.11], [4.75, 4.98, -5.45], [10.58, 8.97, 4.20], [-6.58, 9.79, -1.52], [-7.09, 8.83, -1.46], [-2.02, 2.67, 7.29], [6.06, 7.25, -6.33], [4.23, 5.24, -4.53], [0.26, -4.67, 12.17], [2.73, -5.02, -3.10], [-10.94, 4.50, -12.79], [-7.29, 3.41, -9.30], [5.01, 6.29, -2.18], [-2.00, 1.58, 7.24], [2.39, -5.90, -3.64], [-12.31, 6.15, -10.85], [-0.77, -0.11, 0.18], [9.90, 7.70, 5.09], [4.25, -2.43, -6.45], [1.11, 5.47, -14.95], [0.33, -14.92, 4.58], [7.41, -6.09, 7.35], [3.12, -6.93, -5.95], [-0.97, -15.31, 5.66], [6.72, 7.28, -5.46], [-1.46, 3.03, 6.42], [-10.88, 6.27, -11.20], [-0.24, 3.99, -14.45], [-0.06, -5.78, 10.23], [7.97, -4.91, 5.63], [1.18, -5.69, 12.54], [-2.36, 1.17, -0.06], [8.57, 3.78, 4.38], [7.78, -5.95, 5.36]],
  "mulliken_charge": [0.271, 0.250, 0.320, -0.572, -0.858, 1.101, -0.336, -0.587, 0.303, -0.288, 0.366, 0.309, 1.157, -0.606, -0.638, 0.364, -0.438, 0.255, 0.350, 0.365, 0.474, 0.299, 0.334, 0.198, -0.572, 0.319, 0.381, -0.486, 0.290, -0.295, 0.439, 0.252, 0.315, 0.347, -0.862, -0.946, 1.131, -1.338, 0.319, -0.618, 0.282, -0.340, 0.305, 0.278, 0.316, 0.303, 0.025, 0.296, -0.588, -0.150, 0.287, 0.225, -0.873, 1.096, 0.363, 0.370, -0.273, -0.483, -0.572, -0.589, -0.285, 0.309, 0.417, -0.583, 0.295, 0.322, 0.322, -0.321, -0.306, 0.325, -0.444, -0.595, -0.561, -0.636, -0.855, 0.341, 0.307, 0.290, 0.378, 0.337, 1.127, -0.703, -1.255, -0.691, 0.345, 0.355, 0.328, 0.306, -0.934, 0.220, 0.218, 0.250, 0.317, 0.236, 0.331, 0.280, -0.277, -0.290, -0.369, 0.294, 0.345, -0.247, 0.367, 0.268, 0.322, 0.317, -0.625, -0.368, 0.323, 0.353, 0.378, 0.369, 0.244, 0.355, -0.576, 0.442, -1.115, 0.248, -1.079, 0.325, 0.353, -0.993, -0.602, -0.256, 1.229, -1.228, -0.867, -0.605, 0.350, 0.350, 0.272, 0.293, 0.307, -1.134, 1.142, -0.618, 0.312, -0.587, 1.115, -0.599, 0.325, -0.052, -0.304, 0.267, -1.342, 0.275, -0.603, 0.294, 0.402, 1.090, -0.269, 0.321, 0.298, 0.326, 0.311, -0.399, 0.293, 0.315, 0.300, 0.300, -0.138, -0.353, 0.312, 0.316, 0.383, 0.306, -0.879, -0.522, 0.269, -0.855, -0.082, 0.305, 0.323, 0.373, -0.597, 0.276, -0.902, -0.569, -0.360, 0.340, -1.044, 0.392, 0.328, 0.301, -0.622, 0.273, -0.108, 0.302, 1.121, -0.341, 0.353, 0.366, -0.294, 0.351, 0.341, -1.185],
  "smiles": "CCOS(C)(=O)=O.CCOS(C)(=O)=O.CCOS(C)(=O)=O.CCOS(C)(=O)=O.CCOS(C)(=O)=O.CCOS(C)(=O)=O.CCOS(C)(=O)=O.CCOS(C)(=O)=O.CCOS(C)(=O)=O.CCOS(C)(=O)=O.COCCOCCOC.COCCOCCOC"
}

=====

Top of the stability list: w, leading by 313.3 kJ/mol.